# 1
Computed, not measured: an isolated molecule of C6H6O in a non-equilibrium geometry, with ωB97M-V with the def2-TZVPD basis set.

Computed properties:
ΔE to the lowest compared entry with this formula, charge and spin = 2.969 eV
orbital gap = 9.77 eV
total energy = -8363.5367 eV
SMILES = c1occ2c1CC2
E_LUMO = 1.1 eV
HOMO level = -8.7 eV

```
13
Properties=species:S:1:pos:R:3:forces:R:3
C 1.0483 0.0393 -1.5438 0.768 0.954 -2.099
O -0.0794 0.0051 -2.3245 -1.151 -0.617 1.183
C -1.1555 -0.1288 -1.4676 1.476 0.414 1.388
C -0.7460 -0.1099 -0.1699 1.381 0.598 -0.554
C 0.6935 0.0045 -0.2626 -0.190 -0.205 2.158
C 0.8924 -0.0491 1.2902 -0.380 0.182 -0.241
C -0.7222 0.0465 1.3702 -1.280 0.398 1.684
H 1.8637 0.2764 -2.2464 0.105 -0.427 1.272
H -2.0741 -0.1297 -1.9152 -2.055 -0.130 -1.133
H 1.1763 -1.0750 1.5697 0.254 0.508 0.075
H 1.5339 0.7368 1.8367 -1.153 -1.226 -0.964
H -1.0660 1.0526 1.8190 0.571 -1.182 -1.319
H -1.3650 -0.6688 2.0443 1.655 0.734 -1.451
```
Forces are in eV/Å.


# 2
Computed, not measured: C32H30Cl2CsF2N8OS as an isolated structure in a non-equilibrium geometry, with ωB97M-V with the def2-TZVPD basis set.

Computed properties:
spin multiplicity = 2
ΔE to the lowest compared entry with this formula, charge and spin = 0.000 eV
orbital gap (alpha / beta) = 3.02 / 5.66 eV
total energy = -89502.9047 eV
E_LUMO (alpha / beta) = 3.8 / 3.8 eV
charge = -2
HOMO level (alpha / beta) = 0.8 / -1.9 eV

```
77
Properties=species:S:1:pos:R:3:forces:R:3
Cs 0.8906 1.2821 -0.9297 -1.028 0.215 -0.086
C -2.5071 -1.9809 -1.5640 0.032 0.035 0.116
N -1.8605 -1.5740 -2.7977 -0.039 0.015 -0.029
C -2.5779 -0.5275 -3.4981 0.038 0.070 -0.030
C -1.6370 0.3860 -4.2143 0.009 -0.015 0.035
N -0.4002 0.5948 -3.8747 -0.033 0.058 0.052
C 0.0181 1.6626 -4.6649 -0.023 -0.071 0.014
C 1.2119 2.3748 -4.6375 0.112 -0.012 0.007
C 1.3378 3.4521 -5.4962 -0.015 0.007 -0.014
C 0.3027 3.8183 -6.3661 -0.010 -0.013 0.006
C -0.8963 3.1255 -6.3938 0.017 -0.009 0.001
C -1.0153 2.0507 -5.5249 -0.016 0.047 0.009
N -2.0555 1.1824 -5.2466 0.016 -0.009 -0.050
C -1.4825 -2.4851 -0.5976 0.049 -0.001 0.002
N -0.2538 -2.0712 -0.5615 0.126 0.041 -0.282
C 0.3356 -2.7362 0.5095 -0.234 -0.063 0.174
C 1.6324 -2.6506 1.0063 0.034 -0.001 -0.037
C 1.9247 -3.3839 2.1418 -0.041 -0.010 -0.044
C 0.9589 -4.1842 2.7716 0.045 -0.049 -0.163
C -0.3292 -4.2872 2.2796 0.124 -0.219 -0.250
C -0.6166 -3.5494 1.1374 0.210 -0.155 -0.083
N -1.7713 -3.3881 0.3894 0.067 -0.057 -0.035
H -3.2536 -2.7629 -1.7480 -0.002 -0.010 -0.022
H -3.0390 -1.1387 -1.0894 0.042 -0.165 -0.105
H -0.9163 -1.2630 -2.5875 0.018 -0.009 -0.003
H -3.1500 0.1149 -2.8095 -0.014 0.000 -0.028
H -3.2950 -0.9515 -4.2116 0.004 0.000 -0.012
H 2.0046 2.1207 -3.9414 -0.003 -0.044 -0.057
H 2.2468 4.0392 -5.4769 0.003 -0.002 -0.005
H 0.4330 4.6783 -7.0114 -0.001 0.000 -0.003
H -1.7109 3.4317 -7.0381 0.002 0.001 0.000
H -3.0197 1.3365 -5.4831 -0.001 0.016 0.024
H 2.3454 -1.9928 0.5215 -0.034 -0.036 0.023
H 2.9130 -3.3175 2.5802 0.018 0.003 0.010
H 1.2189 -4.7086 3.6830 -0.006 0.019 -0.004
H -1.0837 -4.8742 2.7897 0.086 0.033 -0.087
H -2.6760 -3.7731 0.5890 0.005 0.029 0.049
Cl -2.8861 3.1296 -2.8668 -0.027 0.014 0.016
C -2.6816 4.1905 -1.3042 0.009 0.021 -0.002
Cl -0.8392 4.1908 -0.9725 -0.163 0.168 -0.034
H -3.8892 2.5041 -0.2448 0.005 0.070 -0.047
H -2.7633 5.1763 -1.7786 -0.016 0.000 0.000
N -2.2102 -0.2326 1.6519 0.015 -0.125 0.097
C -1.6169 -0.9681 2.7049 -0.135 0.052 -0.047
C -2.2545 -2.0819 3.2527 0.014 0.137 0.361
C -1.6772 -2.7497 4.3300 -0.169 0.339 0.120
C -0.4782 -2.3070 4.8705 -0.122 0.098 0.084
C 0.1881 -1.1793 4.3413 0.057 -0.026 0.141
C 1.4083 -0.6657 4.8532 -0.099 0.048 -0.082
C 1.9470 0.4980 4.2651 -0.004 -0.097 -0.017
C 1.3236 1.0628 3.1752 0.016 -0.050 0.076
N 0.1840 0.5907 2.6255 -0.090 -0.070 -0.155
C -0.3922 -0.4994 3.2271 0.060 0.053 -0.123
H -2.5907 -0.8184 0.9177 0.065 0.163 0.202
H -1.5305 0.4277 1.2861 0.002 -0.041 0.009
H -3.2103 -2.3996 2.8478 -0.038 -0.004 -0.001
H -2.1749 -3.6165 4.7529 -0.009 -0.020 0.015
H -0.0320 -2.8249 5.7142 0.008 -0.017 0.001
H 1.8797 -1.1444 5.7047 0.003 0.001 -0.003
H 2.8632 0.9418 4.6376 0.009 -0.008 0.003
H 1.7557 1.9418 2.7003 -0.016 -0.019 0.010
O 3.0114 -0.0282 -0.2658 0.935 -0.445 0.383
N 3.9154 0.5355 0.4947 0.056 0.006 -0.050
C 4.1853 -0.0300 1.6939 -0.001 -0.012 0.024
C 5.1429 0.4630 2.5400 -0.018 0.019 -0.002
C 5.8388 1.6080 2.1533 -0.001 0.003 0.005
C 5.5284 2.2024 0.9556 0.013 -0.003 -0.013
C 4.5406 1.6952 0.0839 0.064 0.024 -0.027
S 4.1229 2.4538 -1.3856 0.110 0.043 -0.044
H 3.5577 -0.8751 1.9319 0.015 0.008 -0.008
H 5.2961 -0.0188 3.4947 0.010 -0.006 0.003
H 6.5962 2.0398 2.7964 0.005 0.000 0.000
H 6.0257 3.1051 0.6308 0.004 -0.001 -0.001
F -4.3041 0.5323 -0.4697 -0.084 0.095 0.017
C -4.3681 1.6849 0.2933 -0.070 -0.053 0.067
F -5.7072 1.9619 0.4627 0.052 -0.006 -0.026
H -3.9317 1.4536 1.2638 -0.021 -0.002 -0.045
```
Forces are in eV/Å.


# 3
Computed, not measured: a 2-piece molecular cluster, C27H29BF6O3S overall in a non-equilibrium geometry, with ωB97M-V with the def2-TZVPD basis set.

Computed properties:
ΔE to the lowest compared entry with this formula, charge and spin = 1.303 eV
orbital gap = 4.89 eV
total energy = -62427.3476 eV
E_LUMO = -1.0 eV
HOMO level = -5.9 eV

```
67
Properties=species:S:1:pos:R:3:forces:R:3
C 1.7443 1.6869 -1.1610 -0.342 -0.797 0.286
O 1.3630 0.7327 -0.1187 1.079 0.679 -0.323
C 0.0839 0.5880 0.2471 1.832 -1.035 -2.827
C -0.8956 0.3646 -0.8107 -0.978 0.225 -0.526
C -1.5526 -0.8660 -0.9799 0.233 0.486 0.330
C -2.6219 -0.9493 -1.8603 -0.211 -0.180 -0.222
C -3.0248 0.1654 -2.6012 0.256 -0.099 0.109
C -2.3288 1.3698 -2.4882 -0.076 0.020 -0.291
C -1.2743 1.4741 -1.5975 0.108 -0.369 0.386
H 1.5328 2.6983 -0.7982 0.032 -0.075 -0.177
H 2.8114 1.5096 -1.2855 -0.148 0.153 -0.048
H 1.2094 1.4568 -2.0928 0.255 0.239 0.254
H 1.2606 -0.6010 -3.4860 0.213 -0.388 0.599
H -1.2145 -1.7142 -0.3749 -0.240 0.239 -0.358
H -3.1490 -1.9023 -1.9694 0.148 0.390 0.011
H -3.8766 0.0969 -3.2706 0.117 -0.036 0.068
H -2.6049 2.2371 -3.0960 -0.015 -0.319 0.271
H -0.7707 2.4278 -1.4218 -0.256 -0.347 -0.276
C 1.7808 0.8153 5.1178 0.059 0.153 0.295
C 0.9848 0.5934 3.8869 -1.164 -1.412 0.043
C 0.1220 -0.4882 3.6300 1.433 0.371 0.801
C -0.4671 -0.4888 2.3882 -0.431 -0.513 -1.052
C -0.2446 0.7448 1.5814 -1.677 2.174 5.186
B 1.6668 -1.3251 -2.5936 -0.443 0.478 0.057
C -1.4829 1.7034 1.5976 0.022 -0.312 0.803
C -1.2253 3.0344 1.3119 -0.338 0.288 -0.834
C -2.1502 3.7127 0.5276 -0.292 0.348 0.466
C -1.7074 4.9289 -0.2460 0.110 0.517 -0.183
F -2.3045 6.0806 0.1679 0.507 -0.698 -0.450
F -0.3495 5.1050 -0.1600 -1.210 0.058 -0.129
F -1.9967 4.7785 -1.5869 0.238 0.268 1.264
C -3.4383 3.2015 0.3410 0.365 -0.216 -0.334
C -3.7292 1.9292 0.8174 -0.167 0.191 0.477
C -5.0600 1.2962 0.5054 -0.476 -0.459 -0.426
F -4.9190 -0.0538 0.2850 -0.306 1.191 0.340
F -5.9707 1.4484 1.5099 0.569 -0.158 -0.791
F -5.6113 1.8168 -0.6369 0.302 -0.397 1.079
C -2.7678 1.1852 1.5071 -0.129 0.221 -0.612
O 2.8539 -1.0731 -1.9179 -1.257 -0.482 -0.738
C 2.9847 -2.1405 -0.9606 0.058 -0.569 0.591
C 4.4543 -2.5185 -0.9153 0.227 -0.160 -0.206
C 2.6126 -1.6810 0.4405 -0.276 0.107 0.411
C 1.9716 -3.2345 -1.5107 0.767 -0.435 0.324
C 2.6301 -4.1362 -2.5628 -0.002 -0.081 -0.134
C 1.3230 -4.1116 -0.4584 -0.005 -0.118 0.370
O 0.9651 -2.4560 -2.1693 1.013 1.122 -0.632
S 1.1588 1.6228 2.5616 0.018 -0.238 -1.327
H 1.4297 0.1534 5.9164 0.104 0.145 -0.106
H 2.8480 0.6083 4.9370 -0.266 0.091 0.095
H 1.6880 1.8600 5.4486 0.109 -0.250 0.017
H -0.0298 -1.2488 4.4010 0.055 0.111 -0.407
H -1.1717 -1.2323 2.0176 0.200 0.217 0.186
H -0.2884 3.5103 1.6143 -0.115 -0.378 -0.595
H -4.1781 3.7641 -0.2144 0.109 -0.123 -0.180
H -3.0175 0.1919 1.8875 0.308 0.158 -0.394
H 4.6156 -3.3978 -0.2834 -0.027 0.043 -0.129
H 4.8540 -2.7040 -1.9166 -0.023 -0.035 0.175
H 5.0146 -1.6856 -0.4665 -0.149 -0.214 -0.189
H 2.8496 -2.4859 1.1533 -0.085 0.188 -0.195
H 3.2003 -0.7992 0.7304 -0.173 -0.208 -0.170
H 1.5497 -1.4241 0.5509 0.406 -0.211 -0.027
H 3.3469 -4.8236 -2.0970 -0.089 0.185 -0.097
H 1.8539 -4.7418 -3.0497 0.165 0.188 0.092
H 3.1531 -3.5552 -3.3384 -0.175 -0.133 0.245
H 2.0977 -4.7437 -0.0031 -0.221 0.097 0.009
H 0.8320 -3.5374 0.3389 0.125 -0.112 -0.287
H 0.5767 -4.7735 -0.9199 0.221 0.213 0.031
```
Forces are in eV/Å.


# 4
Computed, not measured: a 2-piece molecular cluster, C6H13NO2 overall, with ωB97M-V with the def2-TZVPD basis set.

Computed properties:
ΔE to the lowest compared entry with this formula, charge and spin = 3.922 eV
orbital gap = 7.96 eV
total energy = -12014.8027 eV
E_LUMO = 0.3 eV
HOMO level = -7.6 eV

```
22
Properties=species:S:1:pos:R:3:forces:R:3
C -0.3947 -0.3324 -0.9540 0.328 0.192 0.378
C -1.8198 0.1799 -0.7915 0.051 -0.057 -0.040
C -0.2992 -1.8408 -0.9004 -0.049 0.067 -0.033
C 1.7206 0.2993 -0.5731 -0.088 -0.211 0.077
O 2.4277 -0.3896 -1.2736 -0.273 0.149 0.288
H -0.0199 0.0312 -1.9118 -0.006 -0.013 -0.040
H 1.5153 1.3623 -0.7112 -0.053 -0.024 -0.003
H -2.2642 -0.1415 0.1534 0.017 -0.004 0.011
H -2.4514 -0.2179 -1.5958 0.023 0.011 0.047
H -1.8796 1.2693 -0.8535 0.007 -0.017 0.000
H -0.9531 -2.3014 -1.6507 0.026 0.012 0.037
H -0.6165 -2.2199 0.0757 0.000 0.023 0.003
H 0.7155 -2.1904 -1.1103 -0.003 0.019 0.004
C -0.1929 1.6552 1.3466 0.006 -0.044 -0.079
C 0.1189 0.1853 1.2321 0.098 -0.198 -0.101
N 1.6143 -0.0585 0.9102 -0.167 -0.009 -0.120
O -0.4257 -0.6811 1.8855 0.225 0.221 -0.269
H 1.7570 -1.0679 0.9785 -0.035 0.013 -0.021
H 2.2898 0.4075 1.5282 -0.104 -0.026 -0.096
H 0.1427 2.2498 0.4996 0.003 -0.035 0.002
H -1.2679 1.7652 1.4583 0.011 -0.020 -0.007
H 0.2830 2.0362 2.2577 -0.015 -0.047 -0.040
```
Forces are in eV/Å.